{
  "formula": "C5H7NO",
  "method": "wB97M-V/def2-TZVPD",
  "elements": ["O", "N", "C", "C", "C", "C", "C", "H", "H", "H", "H", "H", "H", "H"],
  "positions_angstrom": [[-0.56717, 1.55491, 1.01139], [-1.48077, 1.07246, 0.21813], [-1.40790, -0.14947, -0.26545], [1.25865, 0.55172, 0.09665], [2.10087, 1.41167, -0.06825], [-0.62198, -1.19921, 0.42217], [0.75876, -0.94422, -0.18717], [0.80921, -1.16787, -1.25160], [-1.73998, -0.29437, -1.28379], [-1.87965, 1.77920, -0.41686], [1.52212, -1.51508, 0.34589], [2.87441, 2.07649, -0.34254], [-1.00947, -2.20183, 0.23095], [-0.61711, -0.97440, 1.49048]],
  "atomic_forces_ev_per_a": [[-2.22, -0.32, 1.04], [2.51, -0.17, -1.88], [-1.25, 0.71, 0.56], [1.29, -1.91, -1.86], [-0.84, -1.15, -0.06], [0.24, 0.83, -0.39], [1.15, 1.95, 2.02], [-0.04, 0.23, 0.04], [-0.77, -0.02, 0.17], [-0.31, -0.28, 0.45], [-0.05, -0.29, -0.26], [0.09, 0.46, 0.25], [0.10, 0.12, -0.03], [0.11, -0.16, -0.06]],
  "lowdin_charge": [-0.15, -0.11, -0.10, -0.14, 0.09, -0.18, -0.16, 0.11, 0.13, 0.17, 0.10, 0.01, 0.11, 0.12],
  "orbital_gap_ev": [8.5, 8.5],
  "e_tot_ha": -324.508174,
  "de_lowest_kj_mol": 567.9,
  "smiles": "C#CCC/C=[NH+]\\[O-]"
}